Computed, not measured: a 4-piece molecular cluster, C37H67BBrN3O5 overall in a non-equilibrium geometry, with ωB97M-V/def2-TZVPD.

Last column: Löwdin charge in e.
CARTESIAN COORDINATES (ANGSTROEM)
C (6.60525, 1.52558, -0.27126)  -0.113
C (5.34123, 2.32296, -0.86504)  -0.173
C (3.94849, 1.63797, -0.63643)  -0.075
C (2.65236, 2.28269, -1.19064)  -0.105
C (2.79770, 3.61586, -1.96578)  -0.090
C (4.16951, 4.33836, -2.19943)  -0.017
C (5.47050, 3.68776, -1.64501)  -0.122
C (6.94365, 4.26564, -1.83056)  -0.211
B (7.08656, 5.89340, -1.65146)  -1.018
Br (6.96783, 6.87380, -3.44173)  0.475
C (6.07985, 6.55778, -0.54079)  -0.139
C (6.56271, 8.08029, -0.23731)  -0.397
O (7.74181, 8.48676, -0.42557)  0.005
O (5.63490, 9.09449, 0.24724)  -0.032
H (7.30947, 1.30549, -1.16118)  0.080
H (6.32728, 0.52368, 0.19754)  0.063
H (7.21520, 2.20460, 0.43508)  0.080
H (3.91517, 0.65045, -0.04218)  0.081
H (1.65233, 1.77096, -1.01758)  0.063
H (1.83048, 4.06665, -2.39419)  0.074
H (4.23449, 5.31771, -2.79182)  0.088
H (7.27073, 4.02878, -2.91682)  0.096
H (7.73434, 3.78079, -1.16024)  0.083
H (8.21032, 6.09074, -1.27581)  0.039
H (6.07339, 6.03958, 0.47876)  0.109
H (4.98734, 6.67311, -0.90560)  0.096
H (5.91299, 9.33488, 1.15796)  0.092
C (1.91369, 4.44797, 3.73624)  -0.043
C (3.07554, 3.49188, 3.38033)  -0.475
C (2.51661, 2.10190, 3.00675)  -0.134
C (2.03979, 1.30063, 4.21252)  -0.186
C (3.13843, 1.20514, 5.26655)  -0.141
C (3.70187, 2.58127, 5.68112)  -0.484
N (4.05790, 3.43780, 4.50736)  -0.042
O (5.23076, 2.96557, 4.00218)  -0.018
C (2.67268, 3.30643, 6.58307)  -0.048
C (4.90768, 2.35321, 6.63188)  -0.052
C (3.67086, 4.13079, 2.09663)  -0.038
H (2.29334, 5.42980, 4.03531)  0.092
H (1.26218, 4.60388, 2.86973)  0.088
H (1.25716, 4.08281, 4.52214)  0.050
H (3.28712, 1.51885, 2.48847)  0.116
H (1.68960, 2.20731, 2.29643)  0.124
H (1.13618, 1.75016, 4.63475)  0.100
H (1.75644, 0.29270, 3.89072)  0.111
H (2.74633, 0.67966, 6.14446)  0.120
H (3.94482, 0.57565, 4.87130)  0.123
H (2.93124, 4.36152, 6.71037)  0.092
H (2.64355, 2.86096, 7.58278)  0.079
H (1.64843, 3.23842, 6.22031)  0.055
H (5.69383, 1.74394, 6.17873)  0.075
H (4.59479, 1.82153, 7.53615)  0.079
H (5.34615, 3.30476, 6.94514)  0.087
H (4.10478, 5.11294, 2.31036)  0.088
H (2.89591, 4.27504, 1.33800)  0.084
H (4.44027, 3.51021, 1.63198)  0.065
C (-1.92344, -2.54357, -2.96823)  -0.041
C (-1.75678, -1.42949, -1.90915)  -0.478
C (-2.99483, -1.39185, -0.98788)  -0.137
C (-4.21880, -0.77482, -1.64933)  -0.185
C (-3.89302, 0.60373, -2.21348)  -0.137
C (-2.67392, 0.59690, -3.16073)  -0.480
N (-1.49402, -0.11942, -2.58050)  -0.038
O (-0.93293, 0.70539, -1.65478)  -0.028
C (-3.07804, -0.04154, -4.51266)  -0.045
C (-2.34222, 2.06368, -3.54634)  -0.045
C (-0.54766, -1.92543, -1.07045)  -0.044
H (-1.06889, -2.56389, -3.65169)  0.093
H (-1.97783, -3.52753, -2.48945)  0.076
H (-2.83134, -2.46655, -3.56031)  0.054
H (-2.76692, -0.81719, -0.08185)  0.124
H (-3.24395, -2.40348, -0.64876)  0.115
H (-4.59905, -1.43453, -2.43431)  0.100
H (-5.02335, -0.68393, -0.91193)  0.113
H (-4.77328, 0.99328, -2.73622)  0.123
H (-3.71106, 1.28748, -1.37551)  0.124
H (-2.19876, -0.26952, -5.12188)  0.094
H (-3.70455, 0.63966, -5.09707)  0.082
H (-3.67571, -0.94580, -4.40838)  0.056
H (-2.14146, 2.69434, -2.67660)  0.077
H (-3.18384, 2.52773, -4.06996)  0.082
H (-1.47594, 2.10842, -4.21201)  0.091
H (0.36592, -1.94796, -1.67272)  0.090
H (-0.72204, -2.94112, -0.70222)  0.082
H (-0.36182, -1.30710, -0.18865)  0.076
C (-6.11238, -7.75333, -2.77572)  -0.043
C (-5.19626, -6.63738, -2.22265)  -0.482
C (-4.17947, -7.23764, -1.22723)  -0.136
C (-4.79481, -7.59486, 0.12032)  -0.184
C (-5.52855, -6.39653, 0.71331)  -0.136
C (-6.57159, -5.78777, -0.24808)  -0.481
N (-6.02316, -5.54751, -1.61980)  -0.038
O (-5.24215, -4.43501, -1.55545)  -0.031
C (-7.80831, -6.71740, -0.31912)  -0.045
C (-7.13756, -4.49342, 0.39563)  -0.045
C (-4.41766, -6.16982, -3.48232)  -0.041
H (-6.86144, -7.34128, -3.45879)  0.093
H (-5.52904, -8.48800, -3.34126)  0.087
H (-6.62819, -8.32892, -2.01195)  0.054
H (-3.36327, -6.52566, -1.05508)  0.123
H (-3.71452, -8.13145, -1.65720)  0.124
H (-5.46965, -8.44926, 0.01577)  0.103
H (-4.00464, -7.91374, 0.80805)  0.115
H (-6.01180, -6.70066, 1.64795)  0.125
H (-4.78686, -5.63701, 0.98847)  0.124
H (-8.46386, -6.44223, -1.15026)  0.093
H (-8.40501, -6.64787, 0.59576)  0.083
H (-7.55768, -7.77338, -0.40588)  0.057
H (-6.36006, -3.75980, 0.62362)  0.075
H (-7.63252, -4.71623, 1.34586)  0.083
H (-7.87675, -4.02102, -0.25718)  0.089
H (-5.09125, -5.71205, -4.21350)  0.090
H (-3.92949, -7.01724, -3.97293)  0.086
H (-3.62630, -5.45292, -3.24924)  0.064

Properties
**E_HOMO (spin up / spin down)**: -4.7702 / -4.7702 eV
**Calculated total energy**: -124875.2409 eV
**Multiplicity**: 4
**Frontier orbital gap (spin up / spin down)**: 6.27 / 5.34 eV
**Charge**: -1
**Largest force on an atom**: 4.9 eV Å⁻¹